(1)
Computed, not measured: one molecule with the formula C8H12OS in a non-equilibrium geometry, with the ωB97M-V functional and the def2-TZVPD basis.

```
! wB97M-V def2-TZVPD RIJCOSX def2/J DEFGRID3
* xyz 0 3
C 2.96012 0.10269 -0.61273
C 1.81554 0.16514 -0.34869
C -1.69358 -0.96018 -0.02274
C 0.41675 0.17414 0.02629
C -0.38249 -0.85496 -0.78159
C 0.15744 -0.19122 1.44244
C -0.41289 -0.63928 -2.29547
C 0.56667 0.73559 2.57482
O -2.21726 -1.20324 2.61530
S -1.77031 -0.18435 1.66239
H 3.89492 0.32797 -0.96882
H -2.39316 -0.43657 -0.71895
H -1.75792 -2.03528 0.00341
H -0.01267 1.21717 -0.18504
H 0.27355 -1.78803 -0.62156
H 0.50962 -1.29719 1.61178
H -0.05289 0.42483 -2.65979
H -1.37929 -0.93329 -2.66338
H 0.42176 -1.24269 -2.66361
H 0.36810 1.86528 2.54326
H 1.65737 0.75237 2.72347
H 0.19983 0.41382 3.48053
*
```

Its LUMO energy (spin up / spin down) is 0.86 / -2.71 eV. As for the calculated total energy: -785.1341 a.u. The calculation puts the HOMO energy (spin up / spin down) at -4.47 / -9.92 eV. The energy above the lowest of the compared OMol25 structures with the same formula, charge and spin comes out at 79.8 kcal/mol. The orbital gap (spin up / spin down) is 5.331 / 7.207 eV. Its expectation value of S² is 2.01.

Atom charges from the Mulliken analysis, given in e for atoms 1 to 5: number 1, C, carries 0.341; number 2, C, carries -1.572; number 3, C, carries -0.956; number 4, C, carries 0.580; number 5, C, carries 0.313

---

(2)
Computed, not measured: one molecule with the formula C8H12S in a non-equilibrium geometry, with the ωB97M-V functional and the def2-TZVPD basis.

```
! wB97M-V def2-TZVPD RIJCOSX def2/J DEFGRID3
* xyz 0 1
C 0.67039 -1.50963 -0.38413
C -0.08716 -0.51630 -0.16009
C 2.18550 1.07711 0.36258
C 2.52974 2.24569 0.81651
C 2.10679 -1.51979 0.22269
C -2.43930 -0.55263 -1.32406
C -2.01193 0.65477 0.90604
C -1.35694 0.25451 -0.31667
S 3.15100 -0.17691 -0.24129
H 0.60640 -2.34686 -1.00061
H 3.56317 2.34456 0.84884
H 1.76018 2.95449 1.12804
H 2.03885 -1.74883 1.31510
H 2.56990 -2.42078 -0.19912
H -1.77951 -1.25072 -1.87326
H -2.86720 0.20717 -2.12961
H -3.28311 -1.11026 -0.85427
H -1.38049 1.50671 1.46806
H -2.00674 -0.25942 1.45388
H -3.02729 1.02856 0.86272
H -0.94224 1.13857 -0.90135
*
```

Its LUMO energy (spin up / spin down) is 0.23 / -0.19 eV. As for the calculated total energy: -709.9704 a.u. The calculation puts the HOMO energy (spin up / spin down) at -7.98 / -7.91 eV. The energy above the lowest of the compared OMol25 structures with the same formula, charge and spin comes out at 146.9 kcal/mol. The orbital gap (spin up / spin down) is 8.207 / 7.720 eV.

Atom charges from the Mulliken analysis, given in e for atoms 1 to 5: number 1, C, carries -0.104; number 2, C, carries -0.864; number 3, C, carries 0.038; number 4, C, carries -0.588; number 5, C, carries -0.599

---

(3)
Computed, not measured: one molecule with the formula C8H12Si in a non-equilibrium geometry, with the ωB97M-V functional and the def2-TZVPD basis.

```
! wB97M-V def2-TZVPD RIJCOSX def2/J DEFGRID3
* xyz 0 1
C 0.70836 -0.39160 -3.48036
C 0.31246 -0.58263 -2.36566
Si -0.24924 -0.68303 -0.30521
C -2.12323 -0.27594 -0.21757
C 0.13466 -2.33777 0.32827
C -0.04569 -3.50342 0.60910
C 0.78209 0.73945 0.52613
C 0.92630 0.54750 2.01157
C 0.28852 2.10029 0.02735
H 1.19563 0.02829 -4.33048
H -2.48960 0.32582 0.54631
H -2.31760 0.23169 -1.16201
H -2.47642 -1.29565 -0.01378
H 0.20266 -4.43450 0.93719
H 1.87919 0.55360 0.09649
H -0.09375 0.40665 2.42912
H 1.46740 -0.34296 2.21345
H 1.41438 1.42249 2.43707
H -0.79534 2.36549 0.23054
H 0.45923 2.21947 -1.08395
H 0.82000 2.90676 0.56642
*
```

Its LUMO energy is 0.84 eV. As for the calculated total energy: -601.3720 a.u. The calculation puts the HOMO energy at -9.72 eV. The energy above the lowest of the compared OMol25 structures with the same formula, charge and spin comes out at 36.1 kcal/mol. The orbital gap is 10.569 eV.

Atom charges from the Mulliken analysis, given in e for atoms 1 to 5: number 1, C, carries 0.424; number 2, C, carries -1.115; number 3, Si, carries 0.559; number 4, C, carries -1.140; number 5, C, carries -0.912